No. 1
C39H51MnN6O5P2S2Si2 as an isolated structure at a distorted geometry. Source: the Open Molecules 2025 dataset; level of theory: wB97M-V/def2-TZVPD.

Geometry as XYZ:
```
108
Properties=species:S:1:pos:R:3:mulliken_charge:R:1
O -3.7673 2.9082 -0.0641 -0.465
C -0.4853 -3.4039 -1.9191 -0.475
H -5.1401 -2.5835 -5.3647 0.435
H 6.2294 2.3376 6.5470 0.377
C 5.1099 1.3131 0.3981 -1.405
O 6.8530 2.9703 2.4301 -0.684
H 3.4706 3.7141 -0.8636 0.543
H 2.4733 -3.3507 2.0965 0.419
H 1.6129 1.8390 -5.0334 0.417
H 6.0574 0.2911 2.0999 0.502
H -0.6514 -0.6550 4.3426 0.202
H 1.1951 2.4499 1.9448 -0.264
H -0.3702 3.3889 -2.5217 -0.014
C 3.2673 -0.2798 -0.5273 -0.307
H -3.8633 1.1498 -2.4390 0.276
C -0.4892 3.2281 -3.5910 -0.788
C -5.2574 0.4667 -3.8826 -0.865
H 0.2495 3.8464 -4.1119 0.404
C -0.0729 0.2730 4.1839 -0.935
H -2.4036 -3.8450 1.4866 0.392
C 0.3280 2.7838 2.5245 -0.428
C -5.6330 -1.1789 3.3679 -0.539
N -1.1165 2.8819 -0.3502 -0.313
C 5.2289 1.0066 1.8960 -0.306
H -6.6048 -1.3889 3.8594 0.319
H -3.2063 1.2571 3.6065 0.234
N 3.9868 -1.5008 -0.5737 0.980
C -0.7322 -2.2333 -2.7208 0.339
H -3.0538 -2.7704 -4.0292 0.437
H 1.0267 -3.1062 -5.5619 0.396
H -4.5165 -2.1336 4.9434 0.369
C 2.6906 1.8253 -0.2950 0.586
C 1.9322 -0.1464 -0.8660 -0.518
Mn -0.9115 1.0517 -0.4931 -0.208
H -0.3604 -1.2638 -4.6261 0.157
O 3.2590 -2.5215 -0.5681 -0.769
P -1.6639 -0.9073 1.1283 2.450
H -6.5524 -0.1129 1.6930 0.350
H 1.1008 0.0959 -5.3425 0.291
O 4.3972 3.3091 2.9973 -0.630
C -3.6570 -1.8668 -3.9834 -0.367
H -6.5944 -0.6434 -5.1924 0.302
H 1.3291 -5.2237 -4.1462 0.292
H 1.7818 3.7266 -0.3789 0.047
H -0.1338 0.7961 5.1789 0.408
H 6.7752 1.2306 4.5417 0.320
H 5.7764 0.6376 -0.1827 0.294
H -1.0728 -5.6849 2.3788 0.460
C -5.6157 -0.5446 2.1391 -0.591
H 4.2646 0.6310 2.2762 0.164
C -4.8274 -1.7833 -4.7172 -0.754
C -2.4508 2.0517 3.3880 -0.748
C -1.9533 -0.6798 -0.5125 -1.129
H 4.9613 1.2616 4.8138 0.416
Si -0.8127 1.3920 2.9198 -0.277
C 0.7596 -4.5697 2.4470 -0.735
S -2.5009 3.5427 -0.4730 0.134
C -3.2308 -0.9068 2.0526 0.190
C 0.3129 -4.4186 -2.4639 -0.427
H -1.4689 1.6999 -6.2256 0.449
H -0.2274 3.5211 1.9193 0.207
H 7.0197 3.4576 5.4822 0.318
C -1.8229 1.1830 -5.2918 -1.203
P -1.7512 -0.8447 -2.1806 1.378
H -2.3203 -1.8965 3.7887 0.282
C -4.0930 0.3372 -3.1307 -0.909
H 0.6041 -5.2481 -1.8132 0.367
H -1.5087 3.6036 -3.8292 0.176
H -2.1005 0.1575 -5.5451 0.318
S 5.5796 2.4678 2.9027 1.139
H -2.4603 2.7419 4.2612 0.403
H 1.2906 -5.3875 2.8927 0.417
H 1.2453 -1.4041 1.4941 0.620
H 0.9756 0.0618 4.0205 0.261
C 0.5753 -3.2312 -4.5625 -0.858
C -4.4587 -1.6652 3.9531 -0.805
C -4.4290 -0.3986 1.4680 -0.413
C 5.8319 1.8751 4.5835 -0.471
H 5.3812 2.3347 0.1822 0.709
C -1.3368 -3.6548 1.7159 -0.249
N 3.7526 0.9814 -0.2084 0.268
N -0.9729 0.5369 -2.4832 0.363
H 5.2442 3.6192 5.7739 0.295
C 1.3968 -3.4044 2.1117 -0.700
C -3.2538 -0.8057 -3.1528 0.854
C 6.0886 2.9070 5.6309 -1.184
H 0.7368 3.3483 3.3849 0.476
C 1.1593 0.9175 -4.5953 -0.836
C -5.6357 -0.6514 -4.6317 -0.345
C 0.7705 -4.3615 -3.7617 -0.546
C -3.2485 -1.5231 3.3256 -0.208
H 3.0280 3.5769 0.8937 0.181
C -0.7171 -2.3669 1.5803 0.326
H -2.8430 2.5840 2.5222 0.202
Si -0.5209 1.4094 -3.9508 0.246
N -0.8694 0.4745 1.4180 0.041
H 1.2333 -0.9022 -1.2676 0.116
C 2.7547 3.2728 -0.1352 -1.739
N 1.5747 1.1667 -0.6953 0.834
C -0.1569 -2.1754 -4.0068 0.189
H -4.3658 0.1825 0.5283 0.238
H -5.8801 1.3594 -3.8701 0.451
H 1.8068 0.5547 -3.7649 0.133
C -0.6064 -4.7272 2.1910 -0.687
C 0.6917 -2.2920 1.6722 -0.603
O 5.2371 -1.5184 -0.5627 -0.904
H -0.9130 -3.5302 -0.9170 0.200
H -2.7453 1.7026 -5.0008 0.242
```

Calculated values
spin multiplicity = 6
molecular weight = 921.066 g/mol
electronic energy = -5430.58273 Eh
HOMO level (spin up / spin down) = -2.076 / -5.185 eV
charge = -1
strongest force on any atom = 5.00 eV/A

No. 2
A 6-piece molecular cluster, C22H31F15O11S overall at a distorted geometry. Source: the Open Molecules 2025 dataset; level of theory: wB97M-V/def2-TZVPD.

Geometry as XYZ:
```
80
Properties=species:S:1:pos:R:3:mulliken_charge:R:1
F 7.4328 9.4832 15.2826 -0.266
H 15.2824 8.7456 15.8907 -0.208
H 10.3216 5.6306 20.1122 0.163
H 16.1482 6.0807 12.7721 0.332
C 7.7710 8.9609 18.8552 0.621
O 12.2693 7.7925 13.1441 -0.065
C 8.5859 9.6126 13.2573 0.300
H 16.6884 7.9110 16.6064 0.382
F 8.0704 10.2473 18.8839 -0.258
H 6.6299 8.1350 22.3590 0.280
O 16.3511 8.7397 13.0397 -0.613
O 12.1084 7.9156 20.5447 -0.642
F 8.5731 6.7208 26.8321 -0.267
C 12.0312 9.3579 16.6382 -0.735
F 6.7444 8.7620 18.1188 -0.250
H 7.0492 8.7738 9.7300 0.343
F 9.2594 4.8576 25.8282 -0.251
O 10.3180 7.0141 21.5754 0.037
C 11.5495 5.4540 13.5591 0.730
H 11.3572 9.6808 15.8448 0.118
O 7.6337 7.0104 23.7422 -0.203
C 6.5711 7.1438 22.8088 -0.301
C 10.6782 9.4157 21.6232 0.803
H 8.3353 11.1406 11.1541 0.351
C 8.0355 8.6848 14.3598 0.900
C 7.5807 6.1623 24.8212 0.370
H 14.9469 6.6211 13.9313 -0.203
H 10.3043 4.8038 23.1499 0.154
H 13.0519 8.1986 10.6644 0.341
F 12.7332 5.0210 13.1568 -0.228
H 14.4205 8.7018 11.6415 0.226
H 10.9527 7.4791 16.7279 0.257
H 7.7011 6.2153 21.2704 -0.153
O 8.0520 9.3604 12.0460 -0.097
F 9.7997 6.8412 25.0617 -0.180
C 6.7584 6.0051 21.7756 -0.765
F 9.5468 9.3871 22.3569 -0.197
H 12.0653 10.1701 17.3644 0.415
O 10.4307 6.9487 12.0519 -0.551
H 11.3619 9.3818 12.1741 -0.293
F 9.0020 8.0857 15.0585 -0.143
C 13.4183 8.9872 11.3218 -1.190
F 7.4992 8.4709 20.0909 -0.169
C 8.9670 8.1400 18.2420 0.744
H 12.7936 9.7419 13.1804 0.239
F 11.6310 9.9604 22.2806 -0.268
H 7.5224 10.2123 8.9440 0.411
H 12.9830 9.0074 16.2391 -0.182
H 6.6883 5.0156 22.2273 0.434
H 9.1522 4.3656 21.8471 0.242
H 6.3563 10.4075 10.2579 0.305
O 6.5166 5.5980 25.1613 -0.576
C 8.3819 10.0814 10.9011 -0.193
C 10.1918 4.5884 22.0873 -1.054
F 11.5604 5.6792 14.8610 -0.177
H 11.6680 7.9856 18.2542 0.247
S 16.9484 7.8879 14.1899 0.390
F 7.0072 7.8665 13.8607 -0.273
O 9.0448 6.8959 18.3676 -0.685
O 9.8905 8.8741 17.7172 -0.334
C 11.3904 6.8164 12.8311 0.311
C 16.0021 6.3755 13.8113 -0.442
O 9.4329 10.5303 13.5561 -0.610
H 5.9538 5.9949 21.0403 0.424
C 16.3502 8.5507 15.7912 -0.380
C 8.8961 6.1418 25.6522 0.819
C 11.1390 8.0015 21.2784 0.386
H 16.2601 5.5876 14.5189 0.430
F 10.5505 10.1583 20.5146 -0.240
H 11.7564 5.5579 21.1516 0.538
C 7.2192 9.8336 9.9201 -1.275
C 10.6756 5.6990 21.1409 -0.320
H 9.3791 9.8318 10.5384 0.247
C 12.3590 9.0478 12.4611 0.488
H 5.6495 7.0583 23.3845 0.405
H 13.2821 9.9503 10.8298 0.423
C 11.1650 8.3442 17.3561 0.107
H 16.9173 9.4469 16.0429 0.371
F 10.5352 4.5525 13.2427 -0.254
H 10.8213 3.7135 21.9250 0.408
```

Calculated values
molecular weight = 788.516 g/mol
electronic energy = -3580.66823 Eh
HOMO level = -9.181 eV
strongest force on any atom = 5.80 eV/A

No. 3
C11H11NO as an isolated structure at a distorted geometry. Source: the Open Molecules 2025 dataset; level of theory: wB97M-V/def2-TZVPD.

Geometry as XYZ:
```
24
Properties=species:S:1:pos:R:3:mulliken_charge:R:1
H -2.7215 1.0701 -1.6851 0.122
H -4.0525 -0.8987 -0.9925 0.308
H 5.0351 0.5021 -0.0281 0.477
C -2.3554 0.3505 -0.7474 -0.317
C -0.2515 1.8735 -0.2437 -0.685
H 1.4879 -1.9618 0.3098 0.311
H -3.0383 -2.6477 0.7913 0.276
H 0.6238 1.9017 1.6701 0.379
C 3.0644 -0.4885 0.1208 -0.632
C -2.5360 -1.6742 0.4703 -0.435
C 0.8702 1.4305 0.7736 -0.558
C -0.5683 -0.2316 0.6836 -0.098
N 0.7175 0.0699 1.0681 -0.455
H 1.8748 1.7541 0.5851 0.320
C -1.2938 -1.4331 1.0023 -0.620
C -1.1621 0.7016 -0.1746 0.863
H 0.2754 2.0466 -1.3183 0.143
H 1.5473 -0.5192 -1.9760 0.331
O 1.1602 -0.9773 -1.2629 -0.417
H -0.6603 2.8455 -0.0657 0.410
C 4.0854 0.1497 -0.1134 -0.122
C 1.7675 -1.0065 -0.0917 0.305
C -3.0715 -0.7615 -0.4507 -0.381
H -0.7984 -2.0955 1.6753 0.474
```

Calculated values
molecular weight = 173.215 g/mol
electronic energy = -555.57942 Eh
HOMO level = -7.538 eV
strongest force on any atom = 5.45 eV/A

No. 4
A 6-piece molecular cluster, C31H52BrO22PS5 overall at a distorted geometry. Source: the Open Molecules 2025 dataset; level of theory: wB97M-V/def2-TZVPD.

Geometry as XYZ:
```
112
Properties=species:S:1:pos:R:3:mulliken_charge:R:1
O -5.7864 -0.5004 -4.5988 -0.256
H 4.5673 -3.5467 -0.9141 0.393
O -6.9007 6.9360 -4.9094 -0.551
H -4.2370 5.7977 -3.4764 0.283
H -1.4535 -1.1332 -4.2710 0.434
H -2.6089 -1.2773 -0.3128 -0.026
H 10.9257 0.5815 0.8939 0.311
H 5.5032 -1.5116 0.8002 0.364
H 4.6752 1.6518 5.7946 0.323
C 5.6640 2.0667 5.5803 -0.224
H 8.6659 0.5484 -0.0229 0.295
C 3.2657 0.4046 1.2985 -0.644
H -4.7149 1.2589 -4.5051 -0.134
O -5.8097 -2.4590 -6.0707 -0.581
H 4.8436 3.1495 3.8844 0.214
C -4.7031 -1.4691 0.0244 3.393
C 0.0153 0.3335 -3.6063 -0.489
H 2.4789 0.0170 -0.6006 -0.032
C -3.7112 -1.6984 2.9591 -2.038
H -2.6146 -4.1189 2.2121 0.348
C -5.6217 0.8741 -4.9798 0.188
O 6.2150 2.5750 6.8049 -0.349
O -2.3274 2.8575 -3.1870 -0.662
H -5.4261 0.1335 1.3372 0.366
C -4.7516 4.8455 -3.6190 0.057
C 10.1047 0.4600 1.5943 -0.430
O 1.7153 -4.8397 2.9291 -0.515
C 3.2238 0.3136 2.4916 -0.253
H -6.1318 3.5795 -2.5261 0.260
H -4.6738 -2.7078 -1.7709 0.487
O -3.7061 -1.7514 -4.9779 -0.466
H 3.1254 1.6332 -0.3658 0.475
C 0.8997 -2.5879 2.4634 -0.137
C -2.3313 0.0817 1.9142 -2.470
O 8.0808 1.5898 3.9675 -0.586
O -4.7014 -0.3576 -6.7310 -0.327
H -4.0274 4.0418 -3.6633 0.068
H -5.4794 4.9290 -1.5689 0.317
C -1.6425 -3.6496 2.2608 -0.426
C -2.7278 -1.3963 1.8126 3.881
S -4.9531 -1.4441 -5.5837 1.048
P 4.9421 0.0988 -0.8360 0.187
H -4.9795 1.6933 -6.8931 0.320
S -6.9341 5.5599 -4.5753 1.120
C -4.7902 -1.6543 -1.5085 -2.031
Br 4.4783 -0.1706 -3.0193 -0.336
O 9.7801 1.7251 2.1916 -0.357
O -2.2650 0.4204 -3.1618 -0.169
H -5.8000 -1.3952 -1.8247 0.590
O 6.9763 4.8765 7.1443 -0.536
H 0.3460 -0.3458 -2.8183 0.244
H 6.2071 -1.9143 -0.7533 0.491
H 6.3012 1.2952 5.1773 0.298
H 3.6191 -5.3878 2.7484 0.360
H -0.7005 -5.5302 2.6642 0.429
C -0.1942 -1.7770 2.1798 -0.428
H 0.7784 0.3950 -4.3767 0.379
H 2.2390 -4.4405 0.4589 0.326
H 3.4542 -3.6814 3.0459 0.360
H 0.0138 -0.7261 2.0441 0.500
H 8.7640 -1.0460 0.7627 0.355
C -1.3376 -0.0621 -4.1478 -0.274
O -1.7478 1.6535 -1.1092 -0.489
S -1.7077 1.7643 -2.5202 0.826
S 5.7943 4.1048 7.0103 1.066
H -3.1862 -1.7390 3.9109 0.439
H -1.6740 0.2476 2.7639 0.641
C 3.2956 0.5814 -0.1438 -0.116
C 0.7195 -3.9475 2.6266 0.410
H 3.9365 -4.9278 0.5937 0.542
H -4.0485 -1.0667 -2.0450 0.054
C 3.0195 -4.5167 2.4935 -0.675
H -6.4548 0.7015 -6.9741 0.322
C 5.2851 -1.6039 -0.2652 -0.603
O -6.9166 5.4284 -2.9806 -0.346
O -5.4998 4.9058 -4.8466 -0.307
H -3.2214 0.6738 2.1206 0.459
C 8.8169 0.0269 0.9249 -0.354
O -7.9183 4.6901 -5.1116 -0.532
C -5.1180 -0.0190 0.3066 -1.961
O 4.7495 4.1849 7.9654 -0.537
H -4.1397 -2.6890 2.8188 0.383
H -6.1340 -2.0782 1.5433 0.357
O 5.1648 4.3392 5.5587 -0.372
H -4.3164 0.6668 0.0342 0.151
H -5.9492 0.2270 -0.3550 0.556
H -5.2373 -3.4118 0.8619 0.280
H -6.5575 -2.6193 -0.0603 0.450
O -0.2026 1.6384 -3.0303 -0.302
H -1.5517 0.4357 -5.0955 0.208
H 2.9284 0.3114 3.5126 0.610
H -3.0848 -2.8595 0.2353 0.687
H 1.8854 -2.1538 2.5415 -0.034
H -6.4807 1.4543 -4.6544 0.296
H 3.3851 -2.1959 -1.0755 0.107
H -4.5309 -0.9871 3.0104 0.365
C -5.7175 -2.4675 0.6133 -1.921
H -1.8807 0.4755 1.0076 0.302
C 3.1725 -4.2582 0.9982 -0.584
C -5.4865 0.8228 -6.4866 -0.401
H 10.3986 -0.2318 2.3859 0.306
C 5.5743 3.2765 4.6793 -0.188
C -0.5619 -4.4680 2.5134 -1.151
C 4.1598 -2.6481 -0.4521 -0.531
C -5.8065 4.6219 -2.5579 -0.234
O 7.6463 2.8958 1.9126 -0.606
C -1.4834 -2.2723 2.0841 -0.605
O 7.7865 0.4406 1.8309 -0.159
S 8.2298 1.7850 2.5701 1.204
C -3.2436 -1.7965 0.4119 -1.898
O 3.6052 -2.9140 0.8218 -0.178
H 6.5376 3.5389 4.2493 0.324
```

Calculated values
SMILES = C#CCP(Br)CCOCCOc1ccc(C(C)(C)CC(C)(C)C)cc1.O=S1(=O)OCCO1.O=S1(=O)OCCO1.O=S1(=O)OCCO1.O=S1(=O)OCCO1.O=S1(=O)OCCO1
molecular weight = 1047.948 g/mol
electronic energy = -7773.83568 Eh
HOMO level = -8.466 eV
strongest force on any atom = 1.53 eV/A